Entry P
ORCA calculation (ωB97M-V/def2-TZVPD) on a cluster of 12 separate species, C34H63Cl14N5 in total.

Structure (XYZ):
```
116
C34H63Cl14N5 (ωB97M-V/def2-TZVPD)
C -8.8130 -10.5847 -13.5999
C -9.4473 -11.4226 -14.6547
C -9.6403 -12.9525 -14.5108
C -8.6181 -13.7368 -13.7827
N -7.8219 -14.3143 -13.1117
H -9.3722 -9.6710 -13.3987
H -7.7830 -10.3011 -13.8164
H -8.8770 -11.1307 -12.6588
H -9.0033 -11.2773 -15.6395
H -10.4454 -11.0668 -14.9106
H -9.7562 -13.2607 -15.5499
H -10.5919 -13.2089 -14.0450
C -18.0899 -9.9637 -20.8491
C -17.1837 -9.5253 -21.9631
C -16.8564 -10.7019 -22.9254
C -15.7642 -11.5044 -22.2744
N -14.9328 -12.1276 -21.8016
H -17.6829 -10.8279 -20.3240
H -19.1320 -10.1265 -21.1243
H -18.2108 -9.1259 -20.1624
H -16.2553 -9.0896 -21.5941
H -17.7729 -8.7537 -22.4587
H -16.4020 -10.3491 -23.8513
H -17.6441 -11.3431 -23.3211
C -11.8446 -11.9162 -18.1061
C -13.1566 -11.7951 -19.0319
C -14.4615 -11.7636 -18.2074
C -14.2644 -11.0373 -16.9644
N -14.1299 -10.5144 -15.9365
H -11.0273 -12.1923 -18.7724
H -11.9380 -12.6602 -17.3151
H -11.6038 -10.9731 -17.6156
H -13.0872 -12.4184 -19.9235
H -13.0358 -10.8147 -19.4926
H -14.6902 -12.7938 -17.9345
H -15.2779 -11.3307 -18.7854
C -5.5705 -9.5546 -21.0667
C -6.3712 -9.6930 -19.7669
C -7.6349 -10.4764 -19.8122
C -8.5468 -9.9603 -18.7734
N -9.2337 -9.5696 -17.9088
H -6.1441 -9.2687 -21.9484
H -5.0929 -10.4637 -21.4321
H -4.8801 -8.7268 -20.9048
H -6.6373 -8.7044 -19.3927
H -5.9074 -10.2136 -18.9290
H -7.4695 -11.5513 -19.7386
H -8.1649 -10.3525 -20.7566
C -9.0264 -13.9436 -18.6242
C -8.9756 -15.0664 -17.5051
C -8.7390 -16.4140 -18.1653
C -9.3833 -16.6599 -19.4638
N -9.8936 -16.7495 -20.4832
H -8.1724 -14.0073 -19.2985
H -9.1000 -12.9786 -18.1226
H -9.8962 -14.1016 -19.2619
H -9.8604 -15.2405 -16.8929
H -8.1842 -14.8915 -16.7763
H -9.0277 -17.2773 -17.5658
H -7.6664 -16.5332 -18.3184
Cl -11.9070 -12.8838 -24.2029
C -10.6256 -13.7858 -23.2578
C -10.5892 -13.5484 -21.8144
Cl -10.6236 -11.7525 -21.4230
H -9.6719 -13.6148 -23.7572
H -10.9289 -14.8328 -23.2523
H -9.6276 -13.9438 -21.4870
H -11.3050 -14.1381 -21.2418
Cl -13.6979 -15.8216 -18.8864
C -14.1124 -15.6576 -20.6638
C -14.8610 -16.9619 -21.0515
Cl -16.6434 -16.9543 -20.7994
H -13.1345 -15.5942 -21.1411
H -14.7149 -14.7642 -20.8279
H -14.5486 -17.9077 -20.6088
H -14.7055 -17.1094 -22.1202
Cl -11.2737 -6.4742 -16.0824
C -12.8758 -6.9630 -16.7010
C -12.6886 -7.0914 -18.2517
Cl -13.1789 -5.5632 -19.0531
H -13.5625 -6.1749 -16.3920
H -13.0571 -7.9379 -16.2483
H -13.4027 -7.8377 -18.5998
H -11.6985 -7.3217 -18.6452
Cl -17.9286 -6.1561 -13.4800
C -16.4331 -7.1244 -13.7079
C -16.4559 -7.8259 -15.0658
Cl -16.3266 -6.7778 -16.4356
H -16.5185 -7.8322 -12.8834
H -15.5145 -6.5696 -13.5169
H -17.3523 -8.4381 -15.1650
H -15.6658 -8.5670 -15.1864
Cl -13.7733 -7.9211 -21.8193
C -12.1620 -8.7124 -21.9831
C -11.1443 -7.7795 -22.5844
Cl -11.5609 -7.3961 -24.3067
H -12.3592 -9.6668 -22.4713
H -11.8468 -8.9295 -20.9626
H -10.1531 -8.2324 -22.5581
H -11.0057 -6.8446 -22.0415
Cl -12.9847 -12.5077 -13.3272
C -13.4475 -10.7286 -13.0945
C -13.2086 -10.1180 -11.7597
Cl -13.6035 -8.4395 -11.9495
H -14.4830 -10.5735 -13.3977
H -12.7313 -10.2411 -13.7560
H -12.1874 -10.2719 -11.4110
H -13.8907 -10.6522 -11.0984
Cl -16.7975 -14.1832 -14.7518
C -18.1120 -13.4730 -15.7106
C -17.7369 -12.7124 -16.9959
Cl -17.1740 -13.7998 -18.3332
H -18.5754 -12.7964 -14.9927
H -18.8832 -14.2394 -15.7887
H -16.9286 -12.0119 -16.7863
H -18.6262 -12.2255 -17.3962
```

## Properties
SMILES ... CCCC#N.CCCC#N.CCCC#N.CCCC#N.CCCC#N.ClCCCl.ClCCCl.ClCCCl.ClCCCl.ClCCCl.ClCCCl.ClCCCl
Gap between HOMO and LUMO ... 10.4 eV
Charge ... 0


Entry Q
ORCA calculation (ωB97M-V/def2-TZVPD) on a structure of composition C34H63Cl14N5.

Structure (XYZ):
```
116
C34H63Cl14N5 (ωB97M-V/def2-TZVPD)
C 28.2461 -8.6678 14.9438
C 28.3248 -7.5166 13.9371
C 28.6066 -6.1515 14.5738
C 27.4566 -5.6380 15.3165
N 26.4964 -5.2756 15.8277
H 27.4862 -8.4605 15.6987
H 29.2260 -8.7991 15.4049
H 27.9735 -9.5758 14.4108
H 27.4227 -7.5233 13.3244
H 29.1788 -7.7329 13.2914
H 28.8156 -5.4333 13.7799
H 29.4382 -6.2062 15.2780
C 19.1891 -7.6751 15.5774
C 20.0883 -7.9493 14.3656
C 21.3016 -7.0329 14.3099
C 22.0414 -7.0145 15.5907
N 22.6188 -6.9950 16.5824
H 19.5887 -8.0343 16.5257
H 18.1990 -8.1245 15.4964
H 19.0404 -6.5949 15.6640
H 19.5294 -7.9228 13.4302
H 20.3960 -8.9990 14.4172
H 20.9702 -6.0008 14.1774
H 21.9896 -7.2851 13.5062
C 26.1133 2.1033 15.8500
C 25.5593 0.6982 16.1285
C 25.8275 0.1703 17.5539
C 27.2206 0.3573 17.9419
N 28.3315 0.4842 18.2023
H 27.1401 2.1946 16.2146
H 25.5622 2.8670 16.4036
H 26.1285 2.3513 14.7918
H 26.1514 0.0255 15.4995
H 24.5393 0.6780 15.7516
H 25.6133 -0.8986 17.6543
H 25.0800 0.5832 18.2372
C 24.3552 -2.1959 12.9757
C 22.9887 -1.7448 13.5156
C 22.3212 -2.7442 14.4837
C 21.7050 -3.8533 13.7983
N 21.2087 -4.7364 13.2624
H 24.9293 -1.4107 12.4870
H 24.2335 -2.9940 12.2399
H 24.9508 -2.5972 13.7983
H 22.3282 -1.4389 12.7072
H 23.1778 -0.8596 14.1294
H 21.5316 -2.1578 14.9655
H 22.9849 -3.0277 15.2954
C 22.4743 -9.3418 18.8395
C 23.2119 -9.2246 20.1741
C 24.0833 -10.4453 20.4859
C 23.3468 -11.6740 20.7087
N 22.7637 -12.6478 20.8859
H 23.0729 -9.5686 17.9525
H 21.9572 -8.4091 18.6046
H 21.7200 -10.1328 18.8680
H 22.4695 -9.1391 20.9658
H 23.8718 -8.3620 20.0989
H 24.6596 -10.1985 21.3799
H 24.7424 -10.7389 19.6628
Cl 26.0826 -6.9095 22.8573
C 24.3035 -6.7860 23.0616
C 23.7891 -7.5266 24.2685
Cl 24.0964 -9.2846 24.1592
H 23.8857 -7.0884 22.1092
H 24.0806 -5.7245 23.1785
H 22.7050 -7.4070 24.2995
H 24.1478 -7.0836 25.1942
Cl 24.8083 -9.2558 14.1427
C 24.4193 -7.5777 14.6713
C 23.1992 -7.0887 13.9053
Cl 23.5112 -6.8414 12.1771
H 25.2726 -6.9550 14.4101
H 24.3055 -7.5750 15.7509
H 22.8813 -6.1255 14.3087
H 22.3739 -7.7654 14.1248
Cl 26.3139 -8.5484 18.7425
C 27.6020 -8.1174 19.8596
C 27.8977 -9.2313 20.8521
Cl 28.6343 -10.6049 19.9614
H 27.3244 -7.1545 20.2880
H 28.5019 -7.9033 19.2828
H 27.0034 -9.5543 21.3727
H 28.6950 -8.9277 21.5242
Cl 21.4905 -1.1704 22.8292
C 22.7540 -1.8432 21.7622
C 22.8596 -1.0524 20.4734
Cl 23.4715 0.6143 20.6792
H 22.4472 -2.8678 21.5690
H 23.7050 -1.8313 22.2878
H 21.9007 -0.9903 19.9672
H 23.5775 -1.5790 19.8448
Cl 24.0181 -3.2931 17.8695
C 23.5534 -5.0059 17.6856
C 23.8477 -5.7743 18.9703
Cl 22.5741 -5.3863 20.1535
H 24.0516 -5.4661 16.8359
H 22.4827 -5.0497 17.5001
H 24.8037 -5.5116 19.4201
H 23.8863 -6.8413 18.7612
Cl 26.2115 -3.2990 21.3730
C 27.3890 -2.4082 20.3356
C 27.5675 -3.0884 18.9946
Cl 28.4011 -4.6800 19.1389
H 28.3336 -2.3168 20.8658
H 27.0382 -1.3902 20.1880
H 28.1658 -2.3897 18.4097
H 26.6196 -3.2608 18.4973
Cl 20.4086 -3.8695 16.4232
C 20.3272 -3.0462 18.0035
C 19.4423 -3.8538 18.9492
Cl 19.4044 -3.0398 20.5115
H 19.9816 -2.0218 17.8876
H 21.3612 -3.0064 18.3454
H 19.8704 -4.8435 19.0839
H 18.4396 -3.9106 18.5340
```

## Properties
Gap between HOMO and LUMO ... 8.4 eV
Charge ... 0


Most stable one: entry P, least stable one: entry Q.


Entry P
ORCA calculation (ωB97M-V/def2-TZVPD) on a cluster of 2 separate species, C4H8NOS in total.

Structure (XYZ):
```
15
C4H8NOS (ωB97M-V/def2-TZVPD)
C -2.8294 1.2718 0.3634
C -1.5749 0.9487 0.7010
C -0.6885 -1.2386 -0.6187
C -0.7111 0.0742 0.0891
N 3.4777 -0.2037 0.3430
O -0.5287 -1.3796 -1.9724
S 0.8894 -0.3597 0.4254
H -3.2869 2.1478 0.7469
H -3.3510 0.8077 -0.4161
H -1.0598 1.5761 1.5106
H -1.2253 -2.0268 -0.1895
H 3.8878 0.6403 0.3293
H 3.5520 -0.7530 1.2392
H 4.0142 -0.9252 -0.1818
H -0.5655 -0.5799 -2.3693
```

## Properties
Gap between HOMO and LUMO ... 7.4 eV
Charge ... +1


Entry Q
ORCA calculation (ωB97M-V/def2-TZVPD) on the ion C4H8NOS with charge +1.

Structure (XYZ):
```
15
C4H8NOS (ωB97M-V/def2-TZVPD)
S 2.7972 -0.4148 0.0568
C 1.3820 0.4152 0.6431
N -0.0050 0.1450 -0.4351
C -1.1709 0.9469 -0.1671
C -2.1558 0.1376 0.2260
O -1.8084 -1.1557 0.2406
C -0.4917 -1.2542 -0.2471
H 3.2856 0.5860 -0.6865
H 1.4511 1.4990 0.6526
H 1.0123 0.0231 1.5834
H 0.3982 0.3011 -1.3614
H -1.1534 2.0052 -0.3109
H -3.1662 0.3678 0.5100
H -0.4989 -1.8111 -1.1894
H 0.1240 -1.7913 0.4850
```

## Properties
SMILES ... SC[N@@H+]1C=COC1
Gap between HOMO and LUMO ... 10.3 eV
Charge ... +1


Most stable one: entry Q, least stable one: entry P.